Molecular formula: C29H37BrN4O8PPtS2Te
Method: DFT, wB97M-V/def2-TZVPD

Output
gap between HOMO and LUMO: 5.885 eV
molar mass: 1067.33 g/mol
total charge: -1

Geometry as XYZ:
```
84
Properties=species:S:1:pos:R:3:forces:R:3
Pt -0.6567 0.7781 -0.8793 0.1234 0.8077 0.7212
C -1.3703 -6.5300 -3.7462 -0.0211 0.0445 -0.0196
C -1.5304 -5.0317 -3.7873 -0.0056 -0.0399 0.0119
C -2.6547 -4.4257 -3.2370 0.0087 0.0038 -0.0136
C -2.8038 -3.0453 -3.2540 0.0147 -0.0449 -0.0302
C -1.8225 -2.2505 -3.8245 0.0263 -0.0002 0.0994
C -0.7014 -2.8419 -4.3896 -0.0459 -0.0259 -0.0204
C -0.5619 -4.2207 -4.3728 0.0071 0.0253 -0.0120
S -1.9078 -0.4602 -3.7347 0.5856 -0.0089 -0.0056
O -3.0287 -0.2289 -2.8345 -0.0488 0.0179 0.0914
O -2.0661 -0.0035 -5.1029 -0.0770 0.0028 -0.0199
N -0.5471 -0.0431 -3.0771 -0.7610 -0.2809 -0.7646
C 0.4936 0.5398 -3.8955 -0.0209 -0.1061 0.3263
C 1.2113 1.6800 -3.1625 0.0426 -0.0839 -0.3243
O 2.0473 2.3248 -3.7951 0.0037 0.0351 0.1657
O 0.9249 1.8791 -1.9266 -0.4471 -0.5944 0.3282
H -1.5492 -6.9150 -2.7407 0.0043 -0.0120 -0.0037
H -0.3658 -6.8258 -4.0489 -0.0004 -0.0045 0.0011
H -2.0800 -7.0209 -4.4162 0.0041 -0.0073 -0.0005
H -3.4199 -5.0437 -2.7779 -0.0030 0.0072 0.0037
H -3.6716 -2.5696 -2.8175 0.0088 0.0064 0.0204
H 0.0672 -2.2148 -4.8241 0.0148 -0.0041 0.0153
H 0.3227 -4.6757 -4.8053 0.0010 0.0000 0.0023
H 0.1192 0.9285 -4.8422 0.0304 0.0214 -0.0313
H 1.2842 -0.1916 -4.1172 0.0150 0.0156 -0.0843
C 4.7490 -1.2051 1.7430 -0.0563 -0.0366 -0.0224
C 3.9512 -1.1061 0.4465 0.0404 -0.0145 0.0486
C 3.1552 -2.3698 0.1422 0.0364 0.1084 -0.0335
N 2.0268 -2.5402 1.0480 -0.0815 -0.1170 -0.0940
C 0.7638 -2.2394 0.7378 0.2644 0.3556 0.2476
S 0.2344 -1.7962 -0.7838 -0.0256 0.1208 -0.3826
N -0.1355 -2.2973 1.7921 -0.1105 -0.2546 -0.1472
C 0.0664 -2.1017 3.1515 0.0583 0.1830 0.1822
O -0.6903 -2.5971 3.9588 0.0595 -0.0685 -0.0943
C 1.1444 -1.1446 3.5496 -0.0331 0.0765 0.0709
C 1.5125 -0.0809 2.7272 -0.0630 -0.0007 0.0053
C 2.3964 0.8803 3.1891 0.0595 0.0556 0.0159
C 2.9353 0.7667 4.4636 -0.0723 -0.0453 -0.0261
C 2.5743 -0.2961 5.2848 0.0148 0.0148 0.0020
C 1.6667 -1.2408 4.8353 0.0466 -0.0716 0.0276
H 5.3181 -0.2933 1.9255 -0.0190 0.0058 0.0193
H 5.4547 -2.0387 1.6994 0.0125 -0.0013 0.0009
H 4.0976 -1.3569 2.6086 0.0303 0.0172 -0.0069
H 4.6269 -0.9246 -0.3917 -0.0006 0.0105 -0.0057
H 3.2613 -0.2592 0.4807 0.0327 0.0048 -0.0627
H 3.7889 -3.2564 0.2281 -0.0024 -0.0025 -0.0019
H 2.7498 -2.3306 -0.8652 -0.0205 -0.0322 0.0012
H 2.2397 -2.7231 2.0173 -0.0007 -0.0870 -0.0442
H -1.0788 -2.5488 1.5282 0.0037 0.0341 0.0009
H 1.0897 0.0262 1.7339 0.0377 0.0959 0.0126
H 2.6490 1.7174 2.5510 -0.0874 0.0071 -0.0040
H 3.6293 1.5159 4.8230 0.0038 0.0001 0.0017
H 2.9867 -0.3759 6.2824 0.0014 -0.0041 0.0029
H 1.3391 -2.0530 5.4712 -0.0007 0.0081 0.0151
Br -1.9834 0.4617 4.7605 -0.0021 0.0569 -0.0639
C -2.4084 0.0099 2.9752 -0.0349 0.0197 0.0941
C -3.5106 -0.7754 2.6949 0.0144 0.0000 -0.0696
C -3.8004 -1.0320 1.3621 0.0240 0.0123 0.0910
C -2.9785 -0.5171 0.3749 -0.0337 -0.1148 -0.0022
N -1.8925 0.2067 0.6797 -0.0635 -0.0273 -1.0268
C -1.6091 0.4876 1.9511 0.0175 0.2253 0.0765
H -4.1258 -1.1650 3.4940 -0.0028 0.0036 0.0024
H -4.6630 -1.6231 1.0881 0.0070 0.0034 -0.0258
H -3.1577 -0.6664 -0.6849 0.0112 0.0021 -0.0019
H -0.7541 1.1326 2.1166 -0.0495 0.0784 -0.0006
C -3.2911 5.4856 1.8370 0.0733 0.0228 -0.0089
C -2.1450 4.5511 2.1578 -0.0561 -0.0341 0.1162
O -0.9917 4.9345 1.4119 -0.0824 0.0620 -0.4244
P -0.2478 3.8066 0.4961 -0.0056 0.2572 0.7792
O 0.3337 2.7712 1.3854 -0.0304 0.0095 -0.1527
Te -1.8990 3.0565 -1.1565 0.6315 -0.5702 0.6174
O 0.8929 4.7039 -0.1366 -0.0586 -0.1219 -0.0487
C 0.6665 5.6311 -1.2043 0.0498 0.0410 -0.1506
C 1.8005 5.5011 -2.1957 0.0110 -0.0485 0.0672
H -4.1686 5.2321 2.4352 -0.0015 -0.0021 -0.0105
H -3.5490 5.4043 0.7804 -0.0326 -0.0024 0.0073
H -3.0077 6.5178 2.0481 -0.0161 0.0016 -0.0040
H -2.4284 3.5206 1.9227 0.0235 -0.0096 0.0017
H -1.8851 4.5931 3.2185 0.0189 -0.0153 -0.0109
H 0.6065 6.6307 -0.7669 -0.0008 -0.0032 0.0194
H -0.2890 5.4137 -1.6898 0.0234 -0.0314 0.0151
H 2.7437 5.8015 -1.7366 0.0078 0.0264 -0.0025
H 1.6119 6.1380 -3.0626 0.0199 -0.0072 0.0037
H 1.8954 4.4645 -2.5252 -0.0503 0.0290 -0.0730
```
Positions in Å, forces in eV/Å.